Here is C20H22N2O3 in the gas phase from the Open Molecules 2025 dataset. Energies are from ωB97M-V/def2-TZVPD.

```
! wB97M-V def2-TZVPD RIJCOSX def2/J DEFGRID3
* xyz 0 1
C 2.50 3.81 0.85
O 3.32 2.67 0.79
C 2.80 1.66 -0.05
C 3.79 0.50 -0.07
C 3.43 -0.55 -1.12
N 2.12 -1.14 -0.87
C 2.05 -2.16 0.07
O 3.05 -2.56 0.63
C 0.71 -2.68 0.32
C 0.54 -3.69 1.26
C -0.72 -4.19 1.52
C -1.81 -3.66 0.85
C -1.66 -2.65 -0.08
C -0.39 -2.15 -0.37
N -0.19 -1.15 -1.30
C -1.32 -0.58 -2.02
C -2.23 0.22 -1.12
C -3.60 0.22 -1.33
C -4.43 0.97 -0.51
C -3.90 1.71 0.52
C -2.53 1.72 0.75
C -1.95 2.51 1.88
C -1.71 0.97 -0.08
C 1.05 -0.63 -1.58
O 1.20 0.25 -2.41
H 2.36 4.25 -0.14
H 3.00 4.52 1.50
H 1.51 3.57 1.26
H 1.82 1.33 0.32
H 2.66 2.06 -1.07
H 3.82 0.03 0.92
H 4.78 0.89 -0.29
H 4.16 -1.36 -1.09
H 3.40 -0.10 -2.11
H 1.42 -4.07 1.76
H -0.85 -4.98 2.25
H -2.80 -4.04 1.06
H -2.54 -2.26 -0.57
H -1.87 -1.37 -2.53
H -0.88 0.09 -2.77
H -4.02 -0.36 -2.14
H -5.50 0.97 -0.68
H -4.55 2.29 1.16
H -2.48 3.45 2.02
H -0.90 2.73 1.71
H -2.02 1.95 2.81
H -0.64 0.99 0.08
*
```

Properties
- Gap between HOMO and LUMO: 9.22 eV
- SMILES: COCCCn1c(=O)c2ccccc2n(Cc2cccc(C)c2)c1=O
- Energy above the lowest of the compared OMol25 structures with the same formula, charge and spin: 6.9 kcal/mol



Here is a molecular structure, C20H22N2O4PdS2Sb2Se from the Open Molecules 2025 dataset. Energies are from ωB97M-V/def2-TZVPD.

```
! wB97M-V def2-TZVPD RIJCOSX def2/J DEFGRID3
* xyz -2 1
Pd -0.15 -0.78 -1.78
C -3.27 -0.79 0.61
Sb -2.34 0.23 -1.05
C -4.01 0.14 -2.36
C -2.66 2.21 -0.25
C -2.02 2.53 1.06
C -2.77 2.44 2.23
C -2.23 2.75 3.48
C -0.92 3.19 3.56
C -0.16 3.27 2.40
C -0.67 2.93 1.15
C 0.23 2.94 -0.04
Sb 1.08 0.96 -0.33
C 1.43 0.40 1.70
C 3.07 1.50 -0.86
H -2.70 -0.65 1.53
H -3.32 -1.85 0.39
H -4.28 -0.39 0.75
H -4.92 -0.09 -1.81
H -3.79 -0.61 -3.12
H -4.06 1.11 -2.85
H -3.75 2.30 -0.17
H -2.32 2.85 -1.07
H -3.80 2.12 2.16
H -2.84 2.67 4.37
H -0.48 3.44 4.52
H 0.88 3.59 2.47
H 1.05 3.65 0.09
H -0.28 3.14 -0.98
H 2.11 1.09 2.20
H 1.85 -0.60 1.70
H 0.48 0.38 2.24
H 3.43 2.29 -0.20
H 3.05 1.83 -1.89
H 3.70 0.62 -0.78
S 1.93 -1.60 -2.35
C 2.22 -2.77 -1.08
C 3.54 -3.18 -0.87
C 3.87 -4.16 0.07
C 5.24 -4.54 0.25
N 6.34 -4.84 0.38
C 2.84 -4.76 0.81
C 1.53 -4.35 0.61
C 1.18 -3.35 -0.30
S -0.49 -2.89 -0.46
C 3.12 -5.77 1.79
N 3.33 -6.59 2.57
H 4.33 -2.72 -1.45
H 0.74 -4.81 1.19
O -1.38 1.66 -5.53
Se -0.84 1.13 -4.10
O -1.26 -0.47 -3.85
O -1.61 1.94 -2.86
O 0.77 1.28 -3.88
*
```

Properties
- Gap between HOMO and LUMO: 5.99 eV
- Energy above the lowest of the compared OMol25 structures with the same formula, charge and spin: 10.5 kcal/mol



Here is C20H22N2O5 in the gas phase from the Open Molecules 2025 dataset. Energies are from ωB97M-V/def2-TZVPD.

```
! wB97M-V def2-TZVPD RIJCOSX def2/J DEFGRID3
* xyz 0 1
C 5.77 2.75 1.61
O 5.20 1.55 1.16
C 3.89 1.29 1.44
C 3.07 2.17 2.14
C 1.74 1.89 2.37
C 1.18 0.71 1.90
C -0.26 0.46 2.18
O -0.84 1.00 3.11
N -0.87 -0.37 1.29
C -2.17 -0.84 1.29
C -2.99 -0.78 2.42
C -4.26 -1.33 2.39
C -4.73 -1.97 1.25
C -3.94 -2.00 0.12
C -2.68 -1.42 0.11
C -1.82 -1.47 -1.11
O -0.65 -1.82 -1.05
N -2.40 -1.15 -2.29
C -3.59 -0.34 -2.46
C -3.18 1.04 -2.99
O -2.45 0.94 -4.19
C -1.28 0.18 -4.00
C -1.61 -1.23 -3.50
C 1.99 -0.19 1.22
C 3.34 0.07 1.00
O 3.99 -0.92 0.32
C 5.39 -0.99 0.30
H 5.74 2.83 2.71
H 6.80 2.73 1.28
H 5.27 3.62 1.18
H 3.47 3.10 2.50
H 1.12 2.58 2.92
H -0.31 -0.72 0.51
H -2.62 -0.31 3.31
H -4.87 -1.29 3.28
H -5.71 -2.43 1.25
H -4.30 -2.50 -0.77
H -4.25 -0.83 -3.19
H -4.11 -0.23 -1.51
H -2.59 1.56 -2.22
H -4.07 1.63 -3.22
H -0.62 0.68 -3.26
H -0.77 0.15 -4.96
H -2.20 -1.75 -4.26
H -0.70 -1.78 -3.29
H 1.63 -1.14 0.87
H 5.62 -1.97 -0.13
H 5.82 -0.94 1.31
H 5.83 -0.21 -0.32
*
```

Properties
- Gap between HOMO and LUMO: 8.82 eV
- SMILES: COc1ccc(C(=O)Nc2ccccc2C(=O)N2CCOCC2)cc1OC
- Energy above the lowest of the compared OMol25 structures with the same formula, charge and spin: 61.7 kcal/mol



Here is C20H22N2O5S in the gas phase from the Open Molecules 2025 dataset. Energies are from ωB97M-V/def2-TZVPD.

```
! wB97M-V def2-TZVPD RIJCOSX def2/J DEFGRID3
* xyz 0 1
C -1.32 -2.32 -4.49
C -1.22 -0.94 -3.93
C -1.71 0.14 -4.65
C -1.65 1.43 -4.16
C -1.09 1.68 -2.90
C -0.58 0.61 -2.18
C -0.64 -0.67 -2.69
S 0.06 -1.92 -1.59
O 0.07 -3.23 -2.20
O -0.62 -1.82 -0.33
C 1.82 -1.44 -1.36
C 2.13 -1.64 0.11
C 1.33 -0.60 0.90
O 1.19 0.53 0.45
N 0.86 -0.96 2.10
C 0.90 -2.30 2.63
C -0.01 -0.03 2.82
C 0.52 0.25 4.20
C 1.81 0.74 4.35
C 2.32 0.99 5.61
C 1.54 0.76 6.73
C 0.25 0.28 6.59
C -0.25 0.02 5.33
O -0.99 2.94 -2.41
C -1.92 3.87 -2.92
C -2.20 3.78 -4.41
O -2.55 4.72 -5.08
N -2.09 2.52 -4.91
H -0.34 -2.79 -4.55
H -1.92 -2.95 -3.83
H -1.78 -2.30 -5.47
H -2.15 -0.03 -5.63
H -0.14 0.79 -1.21
H 2.40 -2.08 -2.01
H 1.92 -0.39 -1.64
H 1.85 -2.66 0.39
H 3.19 -1.48 0.31
H 0.27 -2.97 2.04
H 0.53 -2.28 3.65
H 1.93 -2.68 2.65
H -1.02 -0.44 2.86
H -0.03 0.89 2.22
H 2.42 0.92 3.47
H 3.33 1.37 5.72
H 1.94 0.96 7.72
H -0.36 0.10 7.46
H -1.26 -0.35 5.22
H -2.89 3.76 -2.40
H -1.52 4.87 -2.69
H -2.35 2.37 -5.88
*
```

Properties
- Gap between HOMO and LUMO: 9.21 eV
- SMILES: Cc1cc2c(cc1S(=O)(=O)CCC(=O)N(C)Cc1ccccc1)OCC(=O)N2
- Energy above the lowest of the compared OMol25 structures with the same formula, charge and spin: 20.0 kcal/mol



Here is C20H22N4O2 in the gas phase from the Open Molecules 2025 dataset. Energies are from ωB97M-V/def2-TZVPD.

```
! wB97M-V def2-TZVPD RIJCOSX def2/J DEFGRID3
* xyz 0 1
N 0.70 7.02 3.33
C 1.30 6.07 3.55
C 2.34 4.96 3.48
C 1.97 3.75 2.59
C 2.99 2.68 2.79
C 2.66 1.54 1.90
C 1.21 1.55 1.28
C 0.80 0.23 0.66
C 0.52 0.18 -0.70
C 0.10 -0.96 -1.35
C -0.11 -2.16 -0.71
C -0.76 -3.35 -1.38
C -2.12 -3.87 -0.94
O -3.11 -2.95 -1.39
C -3.18 -2.79 -2.70
N -4.39 -2.59 -3.31
C -4.44 -2.83 -4.68
N -3.40 -3.23 -5.37
C -2.28 -3.22 -4.73
N -1.29 -3.42 -5.64
C -2.02 -2.98 -3.43
O -0.82 -3.31 -2.82
C 0.16 -2.18 0.73
C 0.56 -1.04 1.36
C 0.27 1.89 2.43
C 0.59 3.21 3.07
H 3.27 5.31 3.09
H 2.42 4.75 4.53
H 1.93 4.22 1.52
H 3.97 3.10 2.47
H 2.98 2.34 3.81
H 2.86 0.63 2.51
H 3.39 1.42 1.06
H 1.16 2.29 0.44
H 0.50 1.14 -1.25
H -0.01 -0.98 -2.40
H -0.10 -4.18 -1.16
H -2.04 -4.11 0.11
H -2.36 -4.82 -1.33
H -5.24 -2.34 -5.29
H -1.63 -3.37 -6.60
H -0.28 -3.19 -5.42
H 0.12 -3.08 1.29
H 0.93 -1.05 2.44
H -0.70 1.82 2.05
H 0.20 1.09 3.19
H 0.63 2.94 4.16
H -0.26 3.85 2.77
*
```

Properties
- Gap between HOMO and LUMO: 8.99 eV
- SMILES: N#CC[C@H]1CC[C@@H](c2ccc([C@H]3COc4ncnc(N)c4O3)cc2)CC1
- Energy above the lowest of the compared OMol25 structures with the same formula, charge and spin: 100.9 kcal/mol



Here is C20H22N6OS in the gas phase from the Open Molecules 2025 dataset. Energies are from ωB97M-V/def2-TZVPD.

```
! wB97M-V def2-TZVPD RIJCOSX def2/J DEFGRID3
* xyz 0 1
C 1.00 1.45 4.57
C -0.19 1.95 3.83
O -0.02 1.86 2.38
C 0.78 2.80 1.77
N 0.98 3.99 2.35
C 1.62 4.95 1.70
C 2.21 4.77 0.46
C 2.09 3.51 -0.12
C 1.30 2.51 0.52
C 1.22 1.19 -0.14
C -0.01 0.50 -0.14
C -0.10 -0.78 -0.68
N -1.28 -1.54 -0.52
C -2.41 -1.17 0.33
C -3.39 -0.12 -0.18
N -4.20 0.56 0.61
C -5.01 1.43 -0.09
C -4.93 1.28 -1.47
S -3.69 0.12 -1.88
C 1.03 -1.32 -1.33
C 2.17 -0.50 -1.37
C 3.17 -1.25 -2.06
N 2.73 -2.42 -2.40
N 1.42 -2.49 -1.99
C 0.53 -3.63 -2.32
C 0.51 -4.65 -1.15
C 0.91 -4.27 -3.69
N 2.30 0.71 -0.82
H 1.30 0.45 4.31
H 1.86 2.11 4.45
H 0.76 1.45 5.64
H -1.08 1.38 4.09
H -0.44 2.98 4.10
H 1.76 5.89 2.19
H 2.79 5.54 -0.05
H 2.54 3.39 -1.12
H -0.87 0.90 0.37
H -1.25 -2.55 -0.77
H -2.11 -0.88 1.37
H -3.05 -2.08 0.37
H -5.68 2.09 0.41
H -5.49 1.87 -2.18
H 4.23 -0.90 -2.21
H -0.50 -3.24 -2.40
H 1.52 -5.09 -1.07
H -0.25 -5.40 -1.32
H 0.24 -4.13 -0.23
H 0.12 -4.96 -4.01
H 1.01 -3.47 -4.43
H 1.85 -4.81 -3.66
*
```

Properties
- Gap between HOMO and LUMO: 8.32 eV
- SMILES: CCOc1ncccc1-c1cc(NCc2nccs2)c2c(cnn2C(C)C)n1
- Energy above the lowest of the compared OMol25 structures with the same formula, charge and spin: 66.1 kcal/mol



Here is 2 unconnected molecules or ions with the total composition C20H22NO from the Open Molecules 2025 dataset. Energies are from ωB97M-V/def2-TZVPD.

```
! wB97M-V def2-TZVPD RIJCOSX def2/J DEFGRID3
* xyz 1 1
C 2.86 -0.60 5.01
C 3.63 0.03 4.03
C 3.02 0.83 3.06
C 1.61 0.99 3.04
C 0.98 1.76 2.00
O -0.38 1.81 2.15
C -1.12 2.64 1.32
C -0.53 3.35 0.26
C -1.38 4.23 -0.46
C -2.70 4.40 -0.08
C -3.24 3.69 1.00
C -2.45 2.79 1.70
C 0.86 3.15 0.01
C 1.60 2.36 0.91
C 0.85 0.40 4.08
C 1.47 -0.40 5.04
H 3.33 -1.25 5.74
H 4.71 -0.09 4.01
H 3.60 1.36 2.32
H -0.95 4.75 -1.32
H -3.32 5.11 -0.62
H -4.27 3.85 1.30
H -2.82 2.26 2.58
H 1.38 3.82 -0.67
H 2.66 2.18 0.76
H -0.22 0.57 4.14
H 0.86 -0.87 5.81
C 1.83 0.10 -4.65
C 2.52 1.45 -4.49
C 2.36 2.06 -3.09
N 1.07 1.88 -2.48
C 0.21 0.78 -2.79
C 0.37 0.18 -4.19
H 1.86 -0.22 -5.69
H 2.35 -0.66 -4.05
H 3.59 1.35 -4.71
H 2.12 2.16 -5.22
H 3.17 1.69 -2.44
H 2.50 3.15 -3.17
H 0.94 2.27 -1.56
H 0.32 -0.03 -2.03
H -0.82 1.16 -2.68
H -0.20 0.80 -4.89
H -0.09 -0.81 -4.21
*
```

Properties
- Gap between HOMO and LUMO: 5.32 eV
- Energy above the lowest of the compared OMol25 structures with the same formula, charge and spin: 46.4 kcal/mol



Here is C20H22O4 in the gas phase from the Open Molecules 2025 dataset. Energies are from ωB97M-V/def2-TZVPD.

```
! wB97M-V def2-TZVPD RIJCOSX def2/J DEFGRID3
* xyz 0 1
C -4.76 -1.36 0.50
C -3.93 -0.08 0.34
C -4.52 0.78 -0.79
C -4.02 0.72 1.64
C -2.50 -0.46 -0.02
C -1.41 -0.13 0.77
C -0.12 -0.47 0.41
C 0.11 -1.18 -0.76
C 1.46 -1.62 -1.18
O 1.71 -2.76 -1.47
O 2.47 -0.73 -1.25
C 2.40 0.61 -0.91
C 1.36 1.43 -1.32
C 1.35 2.76 -0.94
C 2.38 3.27 -0.17
C 3.44 2.46 0.19
C 3.48 1.12 -0.18
C 4.68 0.27 0.15
C 4.47 -0.66 1.36
C 3.51 -1.77 1.01
O 2.39 -1.87 1.44
O 4.05 -2.63 0.15
C -0.98 -1.55 -1.55
C -2.26 -1.19 -1.18
H -4.79 -1.94 -0.42
H -4.33 -1.99 1.28
H -5.78 -1.11 0.78
H -4.54 0.24 -1.73
H -5.53 1.07 -0.55
H -3.92 1.68 -0.93
H -3.65 0.14 2.48
H -3.46 1.65 1.57
H -5.06 0.96 1.84
H -1.55 0.41 1.70
H 0.70 -0.23 1.07
H 0.57 1.04 -1.94
H 0.54 3.40 -1.26
H 2.37 4.31 0.14
H 4.26 2.87 0.76
H 4.93 -0.35 -0.71
H 5.52 0.92 0.36
H 4.06 -0.10 2.21
H 5.42 -1.10 1.63
H 3.37 -3.22 -0.24
H -0.81 -2.12 -2.45
H -3.08 -1.48 -1.82
*
```

Properties
- Gap between HOMO and LUMO: 9.64 eV
- SMILES: CC(C)(C)c1ccc(C(=O)Oc2ccccc2CCC(=O)O)cc1
- Energy above the lowest of the compared OMol25 structures with the same formula, charge and spin: 0.0 kcal/mol



Here is C20H22O6 in the gas phase from the Open Molecules 2025 dataset. Energies are from ωB97M-V/def2-TZVPD.

```
! wB97M-V def2-TZVPD RIJCOSX def2/J DEFGRID3
* xyz 0 1
C 6.38 1.99 1.97
O 5.19 2.01 1.14
C 4.01 2.54 1.61
C 4.04 3.51 2.65
C 2.81 4.07 3.04
C 1.61 3.60 2.55
C 1.54 2.56 1.58
C 2.78 2.00 1.15
C 2.79 0.93 0.14
O 2.91 1.57 -1.19
C 1.47 0.10 0.20
O 1.41 -0.62 1.48
C 1.53 -0.91 -0.90
C 0.38 -1.58 -1.26
C -0.90 -1.15 -0.72
C -1.03 0.12 -0.14
C -2.41 0.59 0.18
O -2.69 1.70 0.58
C -3.59 -0.22 -0.27
C -3.35 -1.70 -0.06
C -4.53 -2.51 -0.53
C -2.06 -2.12 -0.83
O -1.63 -3.37 -0.31
C 0.20 1.01 0.02
C 0.18 2.03 1.23
O -0.63 3.17 0.88
H 6.14 1.92 3.03
H 6.99 1.08 1.75
H 7.00 2.88 1.79
H 4.96 3.88 3.07
H 2.76 4.81 3.83
H 0.70 4.01 2.91
H 3.66 0.29 0.28
H 3.77 2.02 -1.25
H 0.61 -1.17 1.46
H 2.50 -1.22 -1.28
H 0.45 -2.41 -2.00
H -3.86 0.00 -1.32
H -4.43 0.06 0.32
H -3.15 -1.92 1.01
H -4.80 -2.41 -1.59
H -5.39 -2.20 0.08
H -4.40 -3.61 -0.30
H -2.30 -2.22 -1.89
H -0.74 -3.61 -0.61
H 0.33 1.58 -0.92
H -0.24 1.49 2.11
H -1.57 2.82 0.73
*
```

Properties
- Gap between HOMO and LUMO: 7.68 eV
- SMILES: COc1cccc2c1[C@H](O)[C@]1(O)C=CC3=C(C(=O)C[C@@H](C)[C@@H]3O)[C@H]1[C@@H]2O
- Energy above the lowest of the compared OMol25 structures with the same formula, charge and spin: 15.2 kcal/mol



Here is a molecular structure, C20H23AlAsClI2N2O from the Open Molecules 2025 dataset. Energies are from ωB97M-V/def2-TZVPD.

```
! wB97M-V def2-TZVPD RIJCOSX def2/J DEFGRID3
* xyz 2 1
Al -0.18 -0.03 0.18
I -0.49 -0.87 -4.72
C 1.11 -0.48 -3.47
C 2.42 -0.39 -3.99
C 3.50 -0.14 -3.20
I 5.39 -0.03 -4.06
C 3.32 0.06 -1.80
C 4.33 0.32 -0.86
C 4.03 0.49 0.47
C 2.71 0.40 0.89
N 1.72 0.15 0.04
C 2.01 -0.03 -1.30
C 0.89 -0.30 -2.13
O -0.32 -0.36 -1.52
H 2.56 -0.54 -5.06
H 5.36 0.40 -1.20
H 4.81 0.70 1.19
H 2.44 0.53 1.93
Cl -1.13 -2.72 4.91
C -1.09 -2.76 3.20
C -1.40 -3.92 2.50
C -1.35 -3.89 1.11
C -1.00 -2.72 0.47
N -0.70 -1.61 1.16
C -0.75 -1.62 2.51
H -1.67 -4.82 3.03
H -1.58 -4.77 0.53
H -0.95 -2.65 -0.61
H -0.50 -0.70 3.03
C 0.58 3.83 0.04
C -0.31 3.47 1.23
As -1.47 1.97 0.83
C -2.46 2.44 -0.77
C -3.29 3.72 -0.62
C -2.76 1.77 2.29
C -3.03 3.07 3.03
H 1.23 4.66 0.30
H -0.01 4.13 -0.82
H 1.21 2.99 -0.26
H -0.96 4.31 1.50
H 0.27 3.21 2.12
H -3.09 1.58 -1.01
H -1.73 2.52 -1.57
H -4.08 3.60 0.12
H -3.77 3.95 -1.57
H -2.67 4.57 -0.34
H -2.38 1.01 2.97
H -3.66 1.37 1.83
H -2.15 3.44 3.54
H -3.80 2.90 3.79
H -3.40 3.85 2.37
*
```

Properties
- Gap between HOMO and LUMO: 6.99 eV
- Energy above the lowest of the compared OMol25 structures with the same formula, charge and spin: 0.0 kcal/mol



LUMO energy (computed, eV): 0.4 4.3 0.7 0.6 0.6 0.4 -5.3 0.7 -0.7 -6.5
E (computed, eV): -30221.4174 -135839.0630 -34314.6598 -45150.4096 -31149.5906 -42919.7225 -24627.1879 -29288.3117 -33380.3652 -122290.0939
Largest force on an atom (computed, eV/A): 0.74 0.80 0.60 0.63 4.67 2.71 2.50 0.74 2.47 0.09